Record 1
Formula: C31H33AsIN2O8S2W
Source: the Open Molecules 2025 dataset
Level of theory: ωB97M-V with the def2-TZVPD basis set

Cartesian coordinates (Å):
W1 0.361 0.291 0.843
O1 1.723 6.361 1.521
C1 1.522 5.027 1.416
C2 1.130 4.251 2.499
C3 0.927 2.910 2.286
N1 1.088 2.352 1.092
C4 1.512 3.080 0.064
C5 1.749 4.429 0.180
C6 1.765 2.267 -1.183
O2 2.205 2.802 -2.187
O3 1.525 1.025 -0.998
C7 0.616 1.906 3.360
O4 0.517 2.219 4.525
O5 0.595 0.700 2.885
H1 1.489 6.646 2.411
H2 0.974 4.648 3.493
H3 2.095 4.985 -0.679
C8 0.838 -3.265 0.111
C9 0.448 -2.506 -1.117
C10 0.553 -3.255 -2.322
C11 0.303 -2.676 -3.517
C12 -0.127 -1.332 -3.543
C13 -0.427 -0.667 -4.754
C14 -0.890 0.617 -4.725
C15 -1.094 1.264 -3.494
C16 -0.811 0.642 -2.302
S1 -1.211 1.374 -0.778
C17 -0.274 -0.669 -2.311
N2 0.062 -1.248 -1.104
H4 1.890 -3.546 0.026
H5 0.696 -2.706 1.018
H6 0.249 -4.185 0.156
H7 0.877 -4.285 -2.250
H8 0.418 -3.222 -4.447
H9 -0.282 -1.195 -5.689
H10 -1.112 1.140 -5.646
H11 -1.483 2.275 -3.471
C18 5.155 -2.561 -1.515
As1 3.641 -1.401 -2.014
C19 3.881 -1.613 -3.959
C20 4.598 0.296 -1.860
S2 2.293 -0.627 1.034
H12 6.071 -2.259 -2.026
H13 4.923 -3.595 -1.780
H14 5.311 -2.510 -0.437
H15 4.923 -1.476 -4.251
H16 3.262 -0.875 -4.469
H17 3.547 -2.608 -4.257
H18 5.560 0.241 -2.371
H19 4.752 0.522 -0.805
H20 3.984 1.086 -2.292
C21 -2.094 -2.829 2.308
C22 -1.177 -1.699 2.777
C23 0.018 -2.258 3.547
C24 -1.955 -0.741 3.671
O6 -0.714 -1.053 1.571
H21 -2.461 -3.389 3.171
H22 -1.559 -3.514 1.651
H23 -2.952 -2.425 1.772
H24 -0.345 -2.705 4.475
H25 0.717 -1.460 3.790
H26 0.540 -3.031 2.987
H27 -2.315 -1.310 4.533
H28 -2.817 -0.329 3.154
H29 -1.330 0.073 4.023
I1 -7.887 -0.643 -0.003
C25 -6.115 0.289 0.613
C26 -6.166 1.571 1.137
C27 -4.985 2.178 1.542
C28 -3.766 1.520 1.429
C29 -3.742 0.237 0.899
C30 -4.912 -0.388 0.490
C31 -2.506 2.238 1.893
O7 -2.637 3.366 2.365
O8 -1.388 1.628 1.774
H30 -7.111 2.090 1.228
H31 -4.984 3.177 1.956
H32 -2.796 -0.276 0.804
H33 -4.883 -1.387 0.075

The HOMO energy is -5.16 eV. The lowest unoccupied orbital energy comes out at 1.71 eV. The energy above the lowest of the compared OMol25 structures with the same formula, charge and spin comes out at 2.6 kcal/mol. As for the charge: -1. The calculation puts the HOMO-LUMO gap at 0.2522 hartree.

Record 2
Formula: C31H33BrN4O11V
Source: the Open Molecules 2025 dataset
Level of theory: ωB97M-V with the def2-TZVPD basis set

Cartesian coordinates (Å):
V1 -0.398 -1.775 -0.552
C1 -1.064 4.335 3.510
C2 -0.965 4.844 2.064
C3 0.221 5.808 1.966
C4 -2.239 5.617 1.708
C5 -0.800 3.624 1.175
C6 -1.879 2.786 0.905
C7 -1.654 1.575 0.299
Br1 -3.127 0.499 -0.249
C8 -0.366 1.075 0.002
O1 -0.256 -0.202 -0.217
C9 0.673 2.038 -0.001
C10 0.420 3.255 0.628
C11 2.058 1.888 -0.621
C12 2.253 0.659 -1.551
C13 3.079 1.701 0.519
C14 2.411 3.183 -1.380
H1 -1.159 5.170 4.201
H2 -0.174 3.767 3.773
H3 -1.930 3.688 3.625
H4 0.031 6.681 2.586
H5 0.368 6.141 0.942
H6 1.139 5.348 2.323
H7 -2.290 6.534 2.289
H8 -3.129 5.036 1.927
H9 -2.247 5.873 0.652
H10 -2.892 3.050 1.159
H11 1.241 3.948 0.691
H12 1.941 -0.255 -1.022
H13 3.551 1.085 -2.798
H14 0.511 0.986 -2.735
H15 2.917 0.748 1.012
H16 2.972 2.497 1.253
H17 4.085 1.721 0.106
H18 1.553 3.570 -1.920
H19 3.196 2.993 -2.104
H20 2.781 3.941 -0.695
O2 -0.057 -5.053 -2.597
C15 0.101 -3.884 -2.317
O3 -0.322 -3.307 -1.235
C16 0.877 -2.916 -3.161
C17 1.953 -3.304 -3.924
C18 2.769 -2.348 -4.534
C19 2.597 -0.990 -4.230
C20 1.545 -0.609 -3.449
C21 0.551 -1.527 -2.999
O4 -0.548 -1.112 -2.507
N1 1.502 0.745 -2.903
O5 3.563 0.548 -1.953
O6 2.131 1.626 -3.678
N2 3.843 -2.732 -5.361
O7 4.015 -3.923 -5.583
O8 4.563 -1.856 -5.824
H21 2.176 -4.355 -4.040
H22 3.278 -0.250 -4.624
O9 -3.211 -2.915 -1.755
C22 -3.755 -3.732 -0.760
C23 -3.798 -3.075 0.599
C24 -4.875 -3.278 1.461
C25 -4.872 -2.667 2.698
C26 -3.789 -1.870 3.040
C27 -2.763 -1.723 2.121
N3 -2.774 -2.307 0.933
H23 -2.263 -2.799 -1.564
H24 -3.178 -4.666 -0.653
H25 -4.773 -3.982 -1.079
H26 -5.701 -3.904 1.155
H27 -5.699 -2.796 3.383
H28 -3.756 -1.356 3.987
H29 -1.905 -1.090 2.326
O10 -1.084 -4.379 1.409
C28 -0.123 -3.719 1.737
C29 0.863 -4.101 2.850
C30 1.945 -3.038 2.754
C31 1.395 -2.080 1.700
O11 1.939 -1.049 1.345
N4 0.231 -2.526 1.196
H30 1.223 -5.116 2.684
H31 0.330 -4.083 3.803
H32 2.895 -3.436 2.394
H33 2.134 -2.502 3.686

The HOMO energy (spin up / spin down) is -5.70 / -5.86 eV. The lowest unoccupied orbital energy (spin up / spin down) comes out at 2.16 / 2.16 eV. The energy above the lowest of the compared OMol25 structures with the same formula, charge and spin comes out at 37.2 kcal/mol. As for the charge: -1. Its spin multiplicity is 3. The calculation puts the HOMO-LUMO gap (spin up / spin down) at 0.2891 / 0.2946 hartree. The expectation value of S² is 2.0096.

Record 3
Formula: C31H33ClIrN2O2Si2
Source: the Open Molecules 2025 dataset
Level of theory: ωB97M-V with the def2-TZVPD basis set

Cartesian coordinates (Å):
C1 -1.130 -0.215 4.180
C2 -1.675 0.354 2.968
C3 -1.892 -0.768 2.064
H1 -2.190 1.309 2.897
C4 -1.423 -1.961 2.724
C5 -1.044 -1.611 4.037
H2 -0.757 -2.327 4.813
H3 -1.021 0.336 5.118
H4 -2.582 -0.776 1.227
H5 -1.461 -2.990 2.349
Ir1 0.040 0.308 1.675
Si1 3.273 -2.803 0.542
C6 -0.592 2.090 0.908
C7 0.298 3.150 0.732
H6 1.294 3.070 1.196
C8 -0.092 4.196 -0.122
H7 0.583 5.015 -0.313
C9 -1.355 4.206 -0.725
H8 -1.657 5.020 -1.371
C10 -2.245 3.180 -0.428
H9 -3.234 3.178 -0.834
C11 -1.896 2.132 0.430
H10 -2.569 1.307 0.648
C12 0.658 -1.568 0.361
C13 -0.559 -1.175 -0.331
H11 -1.056 -0.268 0.033
C14 -1.471 -2.097 -0.948
H12 -2.346 -1.693 -1.457
C15 -1.168 -3.433 -0.839
H13 -1.840 -4.166 -1.294
C16 -0.007 -3.842 -0.198
H14 0.169 -4.912 -0.143
C17 0.942 -2.984 0.468
H15 1.406 -3.615 1.294
H16 1.192 0.272 0.409
Si2 0.753 -0.403 -1.439
C18 0.660 -1.656 -3.160
C19 -0.077 -1.698 -4.384
H17 -0.849 -0.979 -4.636
C20 0.149 -2.669 -5.411
H18 -0.445 -2.685 -6.343
C21 1.118 -3.658 -5.224
H19 1.273 -4.439 -5.973
C22 1.839 -3.665 -4.031
H20 2.584 -4.449 -3.842
C23 1.598 -2.674 -3.056
H21 2.209 -2.708 -2.158
C24 -0.200 1.030 -2.615
C25 -1.478 1.259 -3.195
H22 -2.313 0.570 -3.057
C26 -1.791 2.427 -3.956
H23 -2.789 2.590 -4.355
C27 -0.848 3.414 -4.202
H24 -1.081 4.325 -4.767
C28 0.410 3.198 -3.670
H25 1.179 3.944 -3.819
C29 0.713 2.041 -2.913
H26 1.725 1.964 -2.516
H27 3.682 -3.051 1.870
Cl1 4.510 -3.371 -0.954
C30 0.833 3.326 5.549
O1 1.269 1.940 5.542
C31 1.180 1.254 4.406
O2 0.897 1.740 3.295
N1 1.389 -0.062 4.614
N2 1.481 -0.810 3.367
H28 0.980 3.623 6.575
H29 -0.222 3.408 5.276
H30 1.426 3.962 4.893
H31 1.973 -0.288 5.410
H32 2.468 -0.913 3.144
H33 1.200 -1.755 3.663

The HOMO energy (spin up / spin down) is -9.40 / -9.66 eV. The lowest unoccupied orbital energy (spin up / spin down) comes out at -4.50 / -4.96 eV. The energy above the lowest of the compared OMol25 structures with the same formula, charge and spin comes out at 216.0 kcal/mol. As for the charge: +1. Its spin multiplicity is 5. The calculation puts the HOMO-LUMO gap (spin up / spin down) at 0.1802 / 0.1727 hartree. The expectation value of S² is 6.1144.

Record 4
Formula: C31H33F12N3O5PTi
Source: the Open Molecules 2025 dataset
Level of theory: ωB97M-V with the def2-TZVPD basis set

Cartesian coordinates (Å):
Ti1 13.703 12.093 10.461
C1 17.948 8.590 14.013
C2 17.437 9.527 12.945
C3 17.468 9.243 11.581
C4 16.917 10.133 10.671
C5 16.164 11.240 11.073
N1 15.479 12.060 10.082
C6 16.173 12.885 9.136
C7 17.576 12.733 8.902
C8 18.182 13.217 7.754
C9 17.472 14.102 6.934
C10 18.178 14.709 5.788
C11 16.137 14.335 7.186
C12 15.534 13.844 8.335
C13 14.113 14.292 8.614
O1 13.599 13.858 9.850
C14 13.074 13.798 7.630
F1 11.860 14.294 7.843
F2 12.929 12.396 7.925
F3 13.459 13.899 6.364
C15 14.137 15.835 8.736
F4 15.221 16.279 9.368
F5 13.051 16.282 9.367
F6 14.081 16.428 7.518
C16 16.169 11.550 12.448
C17 17.016 10.830 13.301
C18 15.082 12.477 13.028
O2 13.941 12.553 12.213
C19 14.599 11.908 14.395
F7 14.144 10.638 14.170
F8 13.548 12.599 14.831
F9 15.471 11.860 15.417
C20 15.741 13.872 13.232
F10 16.603 13.979 14.311
F11 14.806 14.810 13.380
F12 16.441 14.225 12.101
H1 17.814 7.541 13.706
H2 19.046 8.749 14.185
H3 17.462 8.744 14.975
H4 17.940 8.323 11.199
H5 17.115 9.975 9.610
H6 18.191 12.167 9.604
H7 19.221 12.958 7.500
H8 19.271 14.512 5.726
H9 17.724 14.292 4.878
H10 18.032 15.779 5.746
H11 15.609 14.938 6.486
H12 17.167 11.093 14.352
C21 7.646 11.196 8.797
C22 8.388 12.291 9.510
O3 9.581 11.707 10.037
P1 10.590 12.495 11.020
O4 10.116 12.151 12.597
C23 9.463 10.931 12.985
C24 10.129 10.278 14.207
O5 10.033 13.987 10.852
C25 10.308 15.055 11.819
C26 9.689 16.368 11.272
H13 6.856 11.557 8.126
H14 7.169 10.484 9.536
H15 8.393 10.584 8.241
H16 7.780 12.746 10.292
H17 8.673 13.088 8.825
H18 9.497 10.252 12.118
H19 8.416 11.162 13.200
H20 11.188 10.159 14.006
H21 9.679 9.309 14.443
H22 10.030 10.937 15.091
H23 11.415 15.102 11.941
H24 9.850 14.696 12.766
H25 10.263 16.696 10.362
H26 9.705 17.178 12.018
H27 8.647 16.177 10.954
N2 13.934 6.233 9.772
C27 13.258 7.465 9.799
C28 12.998 8.131 11.047
C29 12.898 9.516 11.088
N3 13.153 10.276 9.990
C30 13.183 9.654 8.775
C31 13.192 8.293 8.640
H28 13.731 5.710 10.623
H29 13.779 5.715 8.927
H30 12.967 7.612 11.987
H31 12.736 10.022 12.044
H32 13.387 10.293 7.899
H33 13.292 7.906 7.626

The HOMO energy (spin up / spin down) is -1.41 / -4.61 eV. The lowest unoccupied orbital energy (spin up / spin down) comes out at 2.65 / 2.62 eV. As for the charge: -1. Its spin multiplicity is 3. The calculation puts the HOMO-LUMO gap (spin up / spin down) at 0.1492 / 0.2658 hartree. The expectation value of S² is 2.0262.

Record 5
Formula: C31H33F29O7SSi
Source: the Open Molecules 2025 dataset
Level of theory: ωB97M-V with the def2-TZVPD basis set

Cartesian coordinates (Å):
C1 4.803 -0.265 3.634
Si1 3.697 1.184 3.183
C2 2.711 1.798 4.661
C3 2.529 0.801 1.758
C4 1.486 -0.283 2.061
C5 0.795 -0.819 0.822
F1 1.661 -1.670 0.218
F2 -0.303 -1.544 1.152
C6 0.384 0.244 -0.214
O1 0.954 -0.077 -1.509
S1 0.153 0.723 -2.618
O2 0.856 1.848 -3.101
O3 -0.359 -0.215 -3.561
O4 -1.087 1.162 -1.693
C7 -1.113 0.429 -0.460
C8 -1.647 1.239 0.731
C9 -2.136 2.646 0.371
C10 -1.126 3.704 0.692
F3 -0.766 3.680 1.977
F4 -1.630 4.922 0.434
F5 -0.003 3.593 -0.031
C11 4.817 2.580 2.577
C12 4.191 3.710 2.028
C13 4.924 4.780 1.521
C14 6.314 4.713 1.563
C15 6.950 3.606 2.119
C16 6.214 2.538 2.623
H1 5.574 0.077 4.321
H2 4.255 -1.060 4.133
H3 5.307 -0.639 2.746
H4 2.526 2.865 4.565
H5 1.773 1.260 4.778
H6 3.305 1.684 5.565
H7 3.049 0.555 0.833
H8 1.993 1.731 1.554
H9 2.008 -1.146 2.476
H10 0.753 0.014 2.808
H11 0.739 1.254 -0.030
H12 -1.621 -0.511 -0.638
H13 -0.867 1.346 1.479
H14 -2.440 0.676 1.211
H15 -2.473 2.757 -0.653
H16 -2.993 2.871 1.003
H17 3.110 3.754 1.978
H18 4.410 5.622 1.085
H19 6.874 5.542 1.157
H20 8.030 3.577 2.129
H21 6.704 1.674 3.045
F6 -3.692 5.182 4.240
C17 -2.709 5.779 3.533
F7 -1.528 5.282 3.970
C18 -2.712 7.295 3.734
F8 -2.450 7.591 5.025
F9 -1.669 7.765 2.993
C19 -3.954 8.071 3.266
O5 -4.909 8.427 4.249
C20 -5.930 7.577 4.595
F10 -5.980 6.495 3.798
F11 -7.088 8.251 4.420
C21 -5.856 7.189 6.074
F12 -4.698 6.554 6.338
F13 -6.876 6.349 6.361
H22 -2.824 5.529 2.478
H23 -3.569 9.028 2.919
H24 -4.420 7.604 2.398
H25 -5.928 8.079 6.703
F14 0.734 -5.944 -5.821
C22 1.905 -6.344 -5.291
F15 1.611 -7.336 -4.415
C23 2.617 -5.201 -4.561
F16 1.869 -4.792 -3.515
F17 3.760 -5.741 -4.051
C24 3.047 -3.984 -5.406
O6 2.202 -2.844 -5.386
C25 1.144 -2.738 -6.267
F18 1.158 -3.727 -7.183
F19 1.289 -1.583 -6.946
C26 -0.190 -2.663 -5.523
F20 -0.369 -3.765 -4.751
F21 -1.199 -2.609 -6.422
H26 2.532 -6.759 -6.085
H27 3.972 -3.638 -4.947
H28 3.311 -4.275 -6.423
H29 -0.231 -1.788 -4.873
F22 -3.111 -5.712 -3.581
C27 -2.422 -6.393 -4.520
F23 -3.167 -6.391 -5.653
C28 -2.183 -7.844 -4.082
F24 -3.367 -8.483 -3.955
F25 -1.512 -8.449 -5.101
C29 -1.338 -8.068 -2.811
O7 -2.041 -8.300 -1.598
C30 -2.453 -7.276 -0.785
F26 -1.982 -6.084 -1.186
F27 -1.934 -7.510 0.444
C31 -3.976 -7.267 -0.625
F28 -4.582 -7.091 -1.812
F29 -4.328 -6.241 0.186
H30 -1.484 -5.876 -4.727
H31 -0.799 -8.998 -2.979
H32 -0.574 -7.299 -2.697
H33 -4.315 -8.208 -0.187

The HOMO energy is -9.45 eV. The lowest unoccupied orbital energy comes out at 0.27 eV. The energy above the lowest of the compared OMol25 structures with the same formula, charge and spin comes out at 0.0 kcal/mol. Its structure (SMILES) is C[Si](C)(CCC(F)(F)[C@H]1OS(=O)(=O)O[C@@H]1CCC(F)(F)F)c1ccccc1.FC(F)C(F)(F)COC(F)(F)C(F)F.FC(F)C(F)(F)COC(F)(F)C(F)F.FC(F)C(F)(F)COC(F)(F)C(F)F. As for the charge: 0. The calculation puts the HOMO-LUMO gap at 0.3571 hartree.

Record 6
Formula: C31H33GaN4O3P
Source: the Open Molecules 2025 dataset
Level of theory: ωB97M-V with the def2-TZVPD basis set

Cartesian coordinates (Å):
Ga1 0.483 0.455 -0.066
C1 3.867 -0.588 2.492
C2 3.031 -0.471 1.372
N1 1.955 0.285 1.387
C3 1.630 1.009 2.496
C4 2.385 0.906 3.674
C5 3.533 0.083 3.635
C6 1.966 1.614 4.828
C7 0.833 2.369 4.759
C8 0.085 2.502 3.567
C9 0.473 1.865 2.404
N2 -0.122 1.867 1.172
C10 -1.030 2.751 0.655
C11 -1.497 3.938 1.182
C12 -2.439 4.727 0.486
C13 -2.931 4.367 -0.733
C14 -2.454 3.177 -1.334
C15 -2.862 2.741 -2.614
C16 -2.341 1.600 -3.157
C17 -1.395 0.877 -2.420
N3 -1.007 1.251 -1.219
C18 -1.515 2.388 -0.652
H1 4.749 -1.210 2.437
H2 3.238 -1.001 0.450
H3 4.145 -0.005 4.524
H4 2.543 1.541 5.740
H5 0.490 2.897 5.639
H6 -0.808 3.105 3.589
H7 -1.120 4.305 2.121
H8 -2.772 5.649 0.945
H9 -3.657 4.976 -1.254
H10 -3.588 3.330 -3.161
H11 -2.632 1.253 -4.137
H12 -0.945 -0.026 -2.810
C19 6.176 -4.090 -2.504
C20 4.743 -3.644 -2.459
C21 4.093 -3.197 -3.597
C22 2.769 -2.777 -3.565
C23 2.149 -2.274 -4.845
C24 2.084 -2.788 -2.337
C25 0.743 -2.214 -2.325
O1 0.180 -1.701 -1.364
C26 2.721 -3.262 -1.169
C27 2.008 -3.406 0.149
C28 4.033 -3.682 -1.257
H13 6.558 -4.103 -3.523
H14 6.285 -5.089 -2.082
H15 6.803 -3.418 -1.916
H16 4.629 -3.175 -4.539
H17 2.813 -2.478 -5.682
H18 1.988 -1.195 -4.808
H19 1.194 -2.751 -5.065
H20 0.223 -2.187 -3.294
H21 1.160 -4.085 0.052
H22 1.625 -2.459 0.522
H23 2.685 -3.826 0.893
H24 4.523 -4.068 -0.369
C29 -2.527 0.012 1.822
P1 -1.119 -1.012 1.300
C30 -0.493 -1.669 2.877
C31 -1.945 -2.438 0.534
H25 -3.261 -0.604 2.343
H26 -3.001 0.470 0.953
H27 -2.186 0.805 2.486
H28 -1.288 -2.208 3.395
H29 -0.149 -0.853 3.513
H30 0.340 -2.350 2.703
H31 -2.700 -2.838 1.211
H32 -1.223 -3.215 0.299
H33 -2.421 -2.126 -0.395
O2 1.888 0.206 -1.455
N4 2.368 1.398 -1.632
O3 1.790 2.222 -0.956

The HOMO energy is -9.75 eV. The lowest unoccupied orbital energy comes out at -2.91 eV. The energy above the lowest of the compared OMol25 structures with the same formula, charge and spin comes out at 11.5 kcal/mol. As for the charge: +1. The calculation puts the HOMO-LUMO gap at 0.2514 hartree.

Summary of electronic energy in Ha
-5309.7427, -5765.8072, -2603.8545, -4130.9631, -5311.6113, -3911.8550
(order as listed above)
Summary of strongest force on any atom in hartree/bohr
0.0101, 0.1178, 0.1031, 0.0880, 0.0289, 0.0090
(order as listed above)